Record 1
# C48H129N7O20

A cluster of 13 separate species, C48H129N7O20 in total at a distorted geometry (ωB97M-V with the def2-TZVPD basis set, OMol25).

CARTESIAN COORDINATES (ANGSTROEM)
C 2.46 0.64 2.24
O 2.84 1.91 1.67
C 4.10 2.40 2.03
C 4.18 3.85 1.52
N 3.10 4.65 2.07
C 3.03 5.91 1.35
C 1.57 6.49 1.41
O 0.64 5.61 0.76
C -0.69 6.13 0.82
H 1.49 0.25 1.91
H 2.51 0.57 3.32
H 3.17 -0.14 1.97
H 4.92 1.90 1.51
H 4.22 2.46 3.11
H 4.11 3.87 0.43
H 5.15 4.32 1.72
H 2.21 4.17 2.02
H 3.26 5.79 0.29
H 3.71 6.68 1.72
H 1.49 7.49 1.00
H 1.41 6.58 2.48
H -1.40 5.41 0.43
H -0.80 7.04 0.23
H -0.88 6.37 1.87
C -1.08 -4.99 -1.92
O -0.89 -6.34 -1.58
C 0.32 -6.68 -0.91
C 1.59 -6.34 -1.72
N 2.76 -6.54 -0.82
C 3.97 -6.19 -1.59
C 5.24 -6.45 -0.75
O 5.60 -7.79 -0.79
C 6.83 -8.09 -0.15
H -0.79 -4.33 -1.10
H -2.11 -4.83 -2.23
H -0.40 -4.64 -2.70
H 0.38 -7.75 -0.73
H 0.25 -6.23 0.08
H 1.59 -5.30 -2.03
H 1.58 -7.02 -2.58
H 2.80 -7.44 -0.36
H 4.02 -5.15 -1.92
H 3.99 -6.89 -2.43
H 5.24 -5.95 0.21
H 6.03 -5.93 -1.28
H 6.70 -8.15 0.93
H 7.68 -7.47 -0.43
H 7.09 -9.11 -0.43
C 3.62 6.46 -2.77
O 2.41 7.20 -2.71
C 1.27 6.35 -2.55
C 0.87 5.74 -3.89
N -0.21 4.75 -3.73
C -0.67 4.31 -5.06
C -1.66 3.09 -4.86
O -1.08 1.97 -4.24
C -0.06 1.33 -5.04
H 4.38 7.13 -3.16
H 3.47 5.55 -3.36
H 4.00 6.14 -1.80
H 0.54 7.04 -2.13
H 1.47 5.59 -1.80
H 1.71 5.43 -4.51
H 0.45 6.51 -4.54
H 0.21 3.88 -3.43
H 0.10 3.95 -5.75
H -1.32 5.03 -5.55
H -2.10 2.86 -5.83
H -2.46 3.55 -4.27
H 0.36 0.43 -4.60
H 0.83 1.94 -5.21
H -0.48 1.09 -6.02
C 2.93 1.94 -3.21
O 1.61 2.17 -2.70
C 1.65 2.09 -1.24
C 0.33 2.65 -0.70
N -0.88 1.89 -1.15
C -2.13 2.62 -0.79
C -2.42 2.64 0.72
O -3.75 3.00 1.15
C -4.72 2.02 0.93
H 3.22 0.89 -3.07
H 3.66 2.58 -2.71
H 3.05 2.18 -4.27
H 2.48 2.67 -0.84
H 1.72 1.11 -0.78
H 0.18 3.66 -1.07
H 0.36 2.68 0.39
H -0.79 1.74 -2.15
H -2.91 2.10 -1.36
H -2.13 3.68 -1.01
H -1.66 3.26 1.20
H -2.22 1.63 1.08
H -5.65 2.35 1.40
H -4.42 1.12 1.45
H -4.91 1.83 -0.13
C -4.89 1.09 -3.68
O -5.85 1.80 -4.38
C -5.42 2.30 -5.64
C -6.58 3.01 -6.42
N -6.19 3.46 -7.82
C -7.34 4.10 -8.47
C -7.04 4.87 -9.78
O -5.91 5.70 -9.71
C -5.63 6.40 -10.93
H -3.92 1.58 -3.63
H -4.76 0.11 -4.15
H -5.27 1.05 -2.66
H -5.12 1.38 -6.13
H -4.57 2.97 -5.56
H -6.88 3.89 -5.85
H -7.46 2.37 -6.52
H -5.40 4.09 -7.75
H -7.82 4.79 -7.79
H -8.04 3.28 -8.67
H -7.89 5.51 -10.01
H -6.88 4.17 -10.61
H -5.35 5.77 -11.78
H -4.78 7.05 -10.74
H -6.49 6.99 -11.26
C -3.29 1.06 4.41
O -3.11 -0.34 4.29
C -1.90 -0.67 3.57
C -1.94 -2.21 3.29
N -1.97 -2.98 4.54
C -0.74 -2.90 5.29
C -0.94 -3.75 6.56
O -2.10 -3.34 7.32
C -2.28 -4.08 8.47
H -4.12 1.30 5.06
H -3.43 1.57 3.45
H -2.49 1.59 4.93
H -0.96 -0.30 3.98
H -1.82 -0.21 2.58
H -1.00 -2.34 2.75
H -2.82 -2.31 2.66
H -2.73 -2.68 5.14
H -0.45 -1.91 5.64
H 0.14 -3.31 4.79
H 0.00 -3.71 7.11
H -1.01 -4.80 6.26
H -2.85 -4.99 8.27
H -2.89 -3.44 9.12
H -1.34 -4.36 8.93
C 2.95 -2.69 4.69
O 2.66 -2.51 6.07
C 2.93 -3.62 6.94
C 3.33 -3.02 8.24
N 4.47 -2.16 8.11
C 4.86 -1.59 9.43
C 6.11 -0.79 9.30
O 5.83 0.22 8.29
C 6.88 1.12 8.23
H 2.54 -1.86 4.11
H 2.43 -3.55 4.27
H 4.02 -2.67 4.49
H 3.75 -4.27 6.63
H 2.03 -4.23 7.05
H 3.60 -3.89 8.84
H 2.54 -2.45 8.75
H 4.25 -1.35 7.56
H 5.15 -2.35 10.15
H 4.13 -0.94 9.92
H 6.91 -1.48 9.05
H 6.23 -0.36 10.30
H 6.69 1.83 7.42
H 7.85 0.64 8.11
H 6.88 1.61 9.20
C 2.16 -2.39 -3.50
O 2.47 -2.67 -4.84
H 1.35 -1.66 -3.45
H 1.67 -3.28 -3.09
H 2.96 -2.00 -2.87
H 1.77 -3.19 -5.22
C -4.76 -1.66 0.37
O -3.88 -2.06 -0.66
H -5.58 -2.36 0.57
H -4.29 -1.41 1.33
H -5.20 -0.75 -0.03
H -3.09 -1.51 -0.56
C -4.75 -3.10 -4.00
O -5.26 -2.39 -2.90
H -5.48 -3.29 -4.78
H -3.95 -2.52 -4.45
H -4.40 -4.07 -3.67
H -4.61 -2.45 -2.20
C -0.27 -1.47 -0.51
O -1.48 -0.73 -0.54
H -0.53 -2.49 -0.22
H 0.12 -1.61 -1.52
H 0.43 -1.04 0.21
H -1.36 0.22 -0.55
C 2.89 -3.33 0.56
O 1.67 -3.99 0.29
H 3.03 -2.49 -0.12
H 2.88 -3.07 1.61
H 3.75 -3.99 0.41
H 1.95 -4.87 0.05
C -1.54 -5.70 2.30
O -2.17 -5.70 3.58
H -2.22 -5.20 1.61
H -0.63 -5.10 2.32
H -1.29 -6.67 1.89
H -2.21 -4.81 3.92

ΔE to the lowest compared entry with this formula, charge and spin (kJ/mol): 0.00
HOMO (Eh): -0.3207
Total energy (eV): -103234.8968

---

Record 2
# C48H132AsF6N9O9

A structure of composition C48H132AsF6N9O9 at a distorted geometry (ωB97M-V with the def2-TZVPD basis set, OMol25).

CARTESIAN COORDINATES (ANGSTROEM)
C -23.64 -4.02 -1.46
C -22.10 -4.23 -1.51
N -21.41 -5.25 -0.57
C -22.26 -6.57 -0.59
C -20.00 -5.44 -1.17
C -19.01 -4.16 -1.20
C -21.33 -4.56 0.80
C -20.17 -5.01 1.74
O -20.16 -6.41 1.92
C -19.29 -6.80 2.91
H -24.07 -3.73 -0.50
H -24.24 -4.86 -1.81
H -23.99 -3.14 -2.02
H -21.59 -3.27 -1.46
H -21.82 -4.36 -2.56
H -22.27 -7.05 -1.57
H -23.27 -6.32 -0.28
H -21.78 -7.20 0.17
H -20.23 -5.90 -2.13
H -19.49 -6.21 -0.59
H -17.94 -4.36 -1.25
H -19.12 -3.54 -0.31
H -19.37 -3.41 -1.91
H -22.27 -4.59 1.35
H -21.17 -3.50 0.60
H -20.32 -4.37 2.61
H -19.19 -4.70 1.40
H -19.59 -6.39 3.87
H -18.25 -6.52 2.71
H -19.30 -7.89 2.93
C -27.47 -17.71 6.23
C -26.75 -16.32 6.08
N -25.41 -16.13 6.92
C -25.63 -15.81 8.48
C -24.63 -17.49 7.01
C -23.85 -17.95 5.69
C -24.77 -14.79 6.44
C -23.42 -14.31 7.19
O -22.30 -15.15 6.77
C -21.09 -14.81 7.37
H -27.77 -18.04 7.22
H -26.86 -18.58 5.98
H -28.42 -17.64 5.70
H -27.44 -15.59 6.48
H -26.62 -16.02 5.04
H -26.31 -16.56 8.87
H -26.22 -14.89 8.53
H -24.66 -15.72 8.97
H -25.24 -18.34 7.33
H -23.90 -17.34 7.80
H -24.39 -18.26 4.80
H -23.10 -18.73 5.81
H -23.19 -17.17 5.32
H -25.43 -13.92 6.51
H -24.73 -15.06 5.38
H -23.46 -14.28 8.28
H -23.18 -13.28 6.94
H -21.01 -14.79 8.45
H -20.96 -13.74 7.16
H -20.20 -15.30 6.96
C -19.89 -12.14 13.85
C -18.94 -11.50 12.83
N -19.56 -11.12 11.40
C -20.29 -12.37 10.87
C -20.62 -9.99 11.60
C -21.33 -9.41 10.27
C -18.46 -10.79 10.32
C -17.66 -9.54 10.65
O -17.25 -8.90 9.48
C -16.41 -7.77 9.74
H -20.95 -11.90 13.80
H -19.58 -11.60 14.74
H -19.78 -13.20 14.06
H -18.14 -12.21 12.59
H -18.43 -10.62 13.21
H -20.97 -12.91 11.54
H -19.63 -13.17 10.54
H -20.94 -12.02 10.07
H -20.05 -9.26 12.17
H -21.31 -10.14 12.43
H -22.13 -10.07 9.92
H -20.77 -9.09 9.39
H -21.81 -8.44 10.38
H -19.01 -10.69 9.39
H -17.75 -11.62 10.33
H -16.75 -9.85 11.16
H -18.06 -8.75 11.29
H -15.46 -8.07 10.19
H -16.73 -7.02 10.46
H -16.13 -7.29 8.81
C -16.26 -9.39 2.19
C -16.53 -9.33 0.71
C -15.36 -8.92 -0.14
O -15.70 -8.92 -1.56
C -14.64 -8.63 -2.50
N -17.13 -10.71 0.30
H -17.89 -11.03 0.88
H -17.51 -10.66 -0.64
H -16.36 -11.36 0.37
H -15.62 -10.20 2.56
H -17.17 -9.38 2.80
H -15.80 -8.46 2.51
H -17.36 -8.66 0.47
H -14.52 -9.59 0.00
H -14.90 -7.97 0.10
H -13.92 -9.45 -2.60
H -14.15 -7.69 -2.24
H -15.12 -8.50 -3.46
C -18.50 -15.27 2.81
C -18.13 -16.75 2.83
C -18.55 -17.45 1.55
O -18.00 -18.80 1.59
C -18.59 -19.71 0.70
N -16.60 -16.79 2.77
H -16.07 -16.07 2.31
H -16.27 -16.69 3.72
H -16.24 -17.65 2.39
H -18.20 -14.98 3.82
H -19.58 -15.24 2.68
H -17.96 -14.64 2.11
H -18.48 -17.30 3.71
H -18.14 -17.14 0.59
H -19.64 -17.43 1.50
H -18.73 -19.18 -0.24
H -19.54 -20.05 1.10
H -17.94 -20.58 0.60
C -26.17 -9.37 7.38
C -24.95 -8.42 7.75
C -23.58 -8.71 7.01
O -22.57 -7.76 7.23
C -21.35 -7.84 6.42
N -25.41 -6.95 7.37
H -25.32 -6.97 6.36
H -26.31 -6.64 7.70
H -24.69 -6.27 7.56
H -27.05 -9.12 7.96
H -26.10 -10.45 7.56
H -26.51 -9.33 6.35
H -24.83 -8.56 8.82
H -23.83 -8.86 5.96
H -23.19 -9.71 7.22
H -21.15 -6.92 5.88
H -21.54 -8.53 5.60
H -20.47 -8.11 7.01
C -18.20 -1.60 5.83
C -18.98 -2.93 5.90
C -18.13 -4.16 5.99
O -18.94 -5.29 5.99
C -18.22 -6.50 6.26
N -19.84 -2.86 7.18
H -20.79 -2.57 7.01
H -19.83 -3.80 7.57
H -19.46 -2.11 7.74
H -18.90 -0.76 5.79
H -17.58 -1.45 4.94
H -17.50 -1.61 6.66
H -19.67 -3.00 5.05
H -17.49 -4.14 6.87
H -17.56 -4.19 5.06
H -18.00 -6.64 7.32
H -17.23 -6.41 5.81
H -18.74 -7.37 5.88
C -14.23 -12.64 5.96
C -14.42 -11.22 6.64
C -14.51 -10.12 5.53
O -14.43 -8.82 6.20
C -14.45 -7.77 5.31
N -15.70 -11.04 7.48
H -16.45 -11.57 7.07
H -15.53 -11.48 8.38
H -16.05 -10.11 7.64
H -13.43 -12.76 5.23
H -15.10 -12.89 5.36
H -13.97 -13.43 6.67
H -13.62 -10.95 7.33
H -15.48 -10.05 5.03
H -13.71 -10.23 4.81
H -14.49 -6.83 5.87
H -15.22 -7.66 4.54
H -13.57 -7.66 4.67
C -19.58 -12.69 -1.94
C -20.38 -13.09 -0.68
C -20.99 -12.00 0.24
O -20.04 -10.90 0.29
C -20.63 -9.86 1.05
N -21.40 -14.14 -1.14
H -22.20 -13.73 -1.59
H -21.01 -14.80 -1.80
H -21.78 -14.61 -0.33
H -20.10 -11.93 -2.53
H -19.47 -13.54 -2.61
H -18.56 -12.46 -1.65
H -19.65 -13.74 -0.20
H -21.02 -12.50 1.21
H -21.96 -11.69 -0.14
H -20.08 -8.92 1.13
H -20.87 -10.02 2.11
H -21.56 -9.60 0.57
As -18.87 -11.43 4.68
F -18.59 -11.53 2.85
F -18.68 -9.60 4.73
F -19.01 -11.23 6.44
F -19.30 -13.12 4.79
F -17.16 -11.79 5.04
F -20.61 -11.02 4.35

Net charge: +8
HOMO (Eh): -0.8472
Total energy (eV): -160801.8296